[1]
ORCA calculation (ωB97M-V with the def2-TZVPD basis set) on a structure of composition C21H21FN2O3S2.

Atoms and positions in Å:
S1 2.242 -0.626 -0.441
S2 2.720 3.126 -1.208
F1 -0.290 2.352 2.602
O1 1.836 2.642 -2.053
O2 1.284 -2.356 -1.479
O3 3.681 4.304 -1.305
N1 0.457 1.204 0.046
N2 -0.195 -0.806 -1.184
C1 0.480 -2.329 2.172
C2 2.034 3.155 0.650
C3 -0.918 -2.632 -2.405
C4 3.113 0.821 -0.004
C5 -1.240 -3.909 -1.693
C6 -1.733 -4.090 -0.432
C7 1.717 1.658 0.938
C8 -0.019 -1.120 2.417
C9 0.736 -0.052 -0.561
C10 3.964 1.680 -0.611
C11 -1.053 2.496 1.523
C12 -2.593 2.602 -0.961
C13 -1.909 -1.910 1.231
C14 0.179 -3.117 1.292
C15 -1.437 -0.969 1.887
C16 -1.126 1.923 -1.069
C17 -1.378 -2.992 0.433
C18 -3.001 3.213 0.108
C19 -0.585 1.899 0.228
C20 -2.278 3.079 1.243
C21 0.058 -1.974 -1.631
H1 0.282 -0.372 2.989
H2 2.787 3.429 1.118
H3 -1.716 -4.568 -2.394
H4 1.433 -2.326 2.448
H5 -0.852 1.613 -2.060
H6 -3.880 3.618 0.234
H7 -2.192 -0.219 2.223
H8 -3.129 -1.736 0.690
H9 -2.913 -3.748 -0.707
H10 1.205 3.671 0.655
H11 0.562 -3.943 0.848
H12 -3.311 2.782 -1.910
H13 -0.696 -2.713 -3.369
H14 1.703 1.404 1.979
H15 -1.957 -1.949 -2.326
H16 -2.037 -5.030 0.140
H17 4.801 2.168 -0.257
H18 3.696 0.465 1.087
H19 -0.010 -4.322 -1.567
H20 4.127 1.005 -1.746
H21 -2.651 3.501 2.190

Values from the calculation:
2S+1 ... 1

[2]
ORCA calculation (ωB97M-V with the def2-TZVPD basis set) on the molecule C21H21FN4O5S2.

Atoms and positions in Å:
S1 4.357 1.932 -0.121
S2 -0.972 3.054 -0.343
F1 -7.573 1.692 -2.217
O1 1.903 -2.339 0.131
O2 7.168 -0.689 -0.908
O3 2.671 3.893 0.273
O4 0.603 -0.529 0.329
O5 -2.127 0.694 0.132
N1 -1.612 0.311 2.227
N2 -1.078 1.498 1.888
N3 -4.422 -1.175 1.276
N4 1.727 1.856 0.422
C1 4.606 -2.099 -0.492
C2 -5.163 -0.417 0.380
C3 -2.215 -0.156 1.187
C4 -0.043 -3.287 -0.998
C5 2.923 -0.227 0.006
C6 -6.356 0.163 0.822
C7 -3.008 -1.415 1.091
C8 4.243 -0.671 -0.299
C9 -1.397 1.700 0.642
C10 0.310 3.784 0.740
C11 1.711 -1.025 0.167
C12 1.685 3.214 0.455
C13 2.860 1.157 0.129
C14 -6.784 0.998 -1.365
C15 -7.170 0.865 -0.043
C16 -4.803 -0.267 -0.960
C17 7.231 1.690 -0.775
C18 6.557 0.342 -0.712
C19 5.129 0.380 -0.402
C20 -5.610 0.440 -1.831
C21 0.751 -3.166 0.295
H1 0.012 3.573 1.767
H2 8.284 1.557 -1.012
H3 0.316 4.856 0.552
H4 6.761 2.308 -1.538
H5 4.420 -2.654 0.426
H6 -2.839 -1.881 0.118
H7 -0.422 -2.312 -1.295
H8 -8.090 1.312 0.297
H9 0.911 1.260 0.588
H10 -3.889 -0.695 -1.337
H11 3.986 -2.539 -1.271
H12 5.653 -2.188 -0.763
H13 -6.644 0.054 1.857
H14 -5.331 0.563 -2.865
H15 7.135 2.201 0.180
H16 0.590 -3.674 -1.793
H17 -2.669 -2.091 1.878
H18 -0.879 -3.964 -0.850
H19 0.124 -2.745 1.089
H20 -4.677 -1.012 2.240
H21 1.146 -4.135 0.606

Values from the calculation:
2S+1 ... 1
ΔE to the lowest compared entry with this formula, charge and spin ... 0.881 eV
SMILES ... CCOC(=O)c1c(NC(=O)CSc2nnc(CNc3ccc(F)cc3)o2)sc(C(C)=O)c1C

The frontier orbital gap results, record by record, are as follows: 0.2885 0.3059 Eh.
The highest occupied orbital energy results, record by record, are as follows: -8.0 -8.2 eV.